DFT (ωB97M-V/def2-TZVPD) results for the molecule C5H7N.

Electronic energy: -249.242310 a.u.
Maximum force: 0.42 eV/A
Energy relative to the best compared isomer or geometry (same formula, charge and spin): 606.30 kJ/mol
Frontier orbital gap: 0.2827 Eh
HOMO level: -0.28970 Eh

Last column: natural (NBO) charge in e.
Geometry (Å):
C: -2.8046 -0.0155 0.2667  -0.385
C: -1.4212 0.0496 0.2638  -0.372
C: -0.1981 -0.3686 0.2843  -0.017
C: 0.9641 -0.1668 -0.5526  -0.190
C: 2.1570 0.3897 0.1666  -0.220
N: 2.1658 -0.9801 -0.2772  -0.556
H: -1.7723 0.9840 -0.3624  0.354
H: -3.4001 0.8281 0.6039  0.209
H: -3.3429 -0.8748 -0.1333  0.212
H: 0.8592 0.0781 -1.6110  0.199
H: 2.0297 0.6074 1.2241  0.205
H: 2.8131 1.0650 -0.3766  0.202
H: 1.9503 -1.5959 0.5038  0.360